(1)
67
Properties=species:S:1:pos:R:3:forces:R:3 method="wB97M-V/def2-TZVPD" lumo_ev=0.36 smiles="COc1ccc(S(=O)(=O)N(CC(=O)Nc2ccc(S(=O)(=O)N3CCOCC3)cc2)Cc2ccc(F)cc2)cc1" fmax_ev_per_a=1.058 e_homo_ev=-8.9 energy_ha=-2594.7368 gap_ev=9.24 total_charge=0
C -8.616628 -1.684306 0.782117 -0.19 0.12 0.12
O -7.572361 -2.335982 0.090776 0.19 -0.14 -0.16
C -6.302042 -1.933406 0.287839 0.39 -0.01 -0.05
C -5.334333 -2.562499 -0.505792 -0.14 0.01 0.16
C -4.010677 -2.196294 -0.410715 0.04 -0.12 0.01
C -3.639141 -1.208883 0.486073 0.63 0.16 0.08
S -1.941358 -0.682964 0.554527 -0.58 0.11 0.10
O -1.257607 -1.145940 -0.619983 -0.27 -0.03 -0.20
O -1.357119 -1.037494 1.825419 -0.16 0.10 0.26
N -2.084392 0.993421 0.548358 0.09 -1.03 0.21
C -1.174739 1.719932 1.412803 0.32 0.00 0.25
C 0.239772 1.761929 0.821311 -0.30 0.16 0.34
O 0.681032 2.756285 0.287426 0.05 0.19 -0.12
N 0.876351 0.570018 0.942268 0.06 -0.36 0.16
C 2.096003 0.176430 0.396645 0.37 -0.04 -0.16
C 2.479926 -1.154124 0.579533 -0.02 0.14 -0.08
C 3.684841 -1.603083 0.075608 0.05 -0.10 0.00
C 4.500959 -0.725243 -0.613647 0.58 -0.24 -0.15
S 6.076824 -1.263903 -1.252827 0.00 0.34 0.27
O 6.316612 -2.625040 -0.857867 -0.17 0.05 0.23
O 6.181788 -0.933887 -2.643007 0.00 0.26 -0.05
N 7.100626 -0.208302 -0.421144 -0.75 -0.43 -0.53
C 7.227755 -0.545868 0.980688 0.18 0.03 0.60
C 8.006416 0.575551 1.673629 -0.36 -0.16 0.01
O 9.263793 0.774598 1.074650 0.20 -0.06 0.07
C 9.134889 1.080639 -0.295614 -0.14 -0.14 -0.27
C 8.401902 -0.035657 -1.039383 0.43 0.15 -0.27
C 4.129433 0.590753 -0.810580 -0.10 -0.02 0.00
C 2.928283 1.050579 -0.304051 0.02 0.14 -0.08
C -2.314971 1.537199 -0.784848 -0.28 0.04 -0.48
C -3.787863 1.457115 -1.080627 -0.10 0.18 -0.34
C -4.283872 0.576241 -2.031933 0.04 0.32 0.10
C -5.646995 0.440668 -2.227508 -0.31 0.11 0.05
C -6.505219 1.200158 -1.455731 0.21 -0.02 -0.01
F -7.838847 1.047670 -1.608321 0.04 0.00 -0.01
C -6.041179 2.102560 -0.516315 -0.11 0.01 -0.09
C -4.676677 2.224743 -0.336385 0.00 -0.08 -0.23
C -4.572904 -0.603049 1.300738 -0.02 -0.10 0.03
C -5.906602 -0.956151 1.203011 -0.19 -0.11 0.03
H -8.526668 -1.817560 1.864012 0.01 0.00 -0.04
H -8.647287 -0.618498 0.540415 0.03 -0.02 0.01
H -9.533740 -2.157227 0.436105 0.05 0.06 0.06
H -5.657746 -3.325156 -1.195553 -0.02 -0.09 -0.10
H -3.252521 -2.650807 -1.027736 0.03 -0.10 -0.15
H -1.175453 1.212071 2.378291 0.07 0.20 0.02
H -1.542756 2.742288 1.530944 0.10 -0.15 -0.06
H 0.351848 -0.177284 1.391457 0.14 0.23 0.03
H 1.820658 -1.825856 1.108986 -0.05 -0.11 0.06
H 4.009583 -2.623795 0.201988 -0.03 -0.13 0.07
H 6.224761 -0.634689 1.401566 0.07 0.00 0.18
H 7.753919 -1.503402 1.102525 -0.06 0.08 0.05
H 8.201885 0.322942 2.716894 -0.11 0.02 -0.06
H 7.415896 1.502957 1.621740 0.03 -0.06 0.06
H 10.149615 1.199663 -0.677617 -0.11 0.01 -0.06
H 8.579637 2.022413 -0.416645 0.06 -0.04 -0.03
H 8.236365 0.220065 -2.085345 0.20 0.05 0.01
H 8.987810 -0.964430 -0.980327 0.03 0.09 -0.04
H 4.789051 1.239569 -1.363304 0.02 0.19 -0.04
H 2.624829 2.074054 -0.447970 0.02 0.00 0.00
H -1.970784 2.573188 -0.802642 0.05 -0.10 0.08
H -1.740740 0.964337 -1.520719 -0.02 0.26 -0.03
H -3.598015 -0.016801 -2.617181 0.10 -0.11 -0.06
H -6.045857 -0.246739 -2.955968 -0.07 -0.09 -0.06
H -6.740962 2.689378 0.057601 -0.10 0.05 0.05
H -4.294011 2.916919 0.397627 0.04 0.11 0.14
H -4.252342 0.152976 1.999031 -0.07 0.16 0.08
H -6.628661 -0.465012 1.834716 -0.08 0.05 0.04

---

(2)
61
Properties=species:S:1:pos:R:3:forces:R:3 method="wB97M-V/def2-TZVPD" lumo_ev=-6.19 de_lowest_kcal_mol=0.00 fmax_ev_per_a=0.510 e_homo_ev=-13.5 energy_ha=-6127.3945 gap_ev=7.30 total_charge=+2
Ga -0.671009 0.416497 0.973453 0.49 0.04 -0.14
O -2.793751 -1.204688 0.112896 -0.05 -0.01 -0.04
C -1.587468 -1.151142 0.043783 -0.12 -0.29 0.36
C -0.776737 -2.100865 -0.751620 -0.12 0.19 -0.01
C -1.396913 -3.223478 -1.303950 0.00 -0.03 0.01
C -0.650324 -4.139522 -2.017946 0.05 0.02 0.00
C 0.716879 -3.932013 -2.195181 -0.03 -0.04 -0.02
C 1.332209 -2.809186 -1.668394 0.01 0.04 -0.01
C 0.587362 -1.881516 -0.944928 0.12 -0.06 -0.03
P 1.409582 -0.386322 -0.301727 -0.32 -0.14 -0.30
C 2.538460 -1.079208 0.933572 0.01 0.09 0.13
C 3.891851 -0.784584 1.099689 -0.02 0.01 0.05
C 4.602134 -1.339053 2.156011 -0.01 0.01 -0.01
C 3.971649 -2.172303 3.068313 0.00 -0.01 0.01
C 2.619994 -2.455446 2.926529 0.01 0.01 0.00
C 1.908939 -1.913588 1.868227 0.03 -0.06 -0.04
C 2.152464 0.356347 -1.771580 0.01 0.29 0.11
C 1.228523 0.976265 -2.620039 0.03 0.03 0.00
C 1.648376 1.605818 -3.777339 0.01 -0.01 -0.01
C 3.001896 1.643413 -4.092420 -0.02 0.00 -0.01
C 3.922555 1.030811 -3.258963 -0.01 -0.02 0.03
C 3.504129 0.385823 -2.100869 0.02 -0.14 -0.07
H -2.459393 -3.361298 -1.150544 0.02 0.00 0.01
H -1.123801 -5.016704 -2.438233 0.01 0.01 0.00
H 1.303141 -4.649643 -2.754129 -0.01 0.01 0.00
H 2.391629 -2.649278 -1.831667 -0.01 -0.01 0.00
H 4.407721 -0.114091 0.429738 0.01 0.00 -0.03
H 5.655213 -1.116014 2.263721 0.00 0.00 0.00
H 4.533011 -2.603868 3.886213 0.00 0.01 -0.01
H 2.123002 -3.109059 3.631164 0.00 0.01 -0.01
H 0.863281 -2.179386 1.748797 0.00 -0.02 -0.01
H 0.169018 0.953643 -2.384276 -0.01 0.01 0.03
H 0.923714 2.069641 -4.433451 0.01 0.00 0.01
H 3.334708 2.145263 -4.990941 0.00 -0.01 0.00
H 4.974851 1.043985 -3.509006 -0.01 0.00 0.00
H 4.242315 -0.121592 -1.500494 0.00 -0.01 0.04
C 2.440445 2.312832 1.624788 -0.02 0.08 -0.09
Te 0.947053 1.519855 2.901173 0.06 -0.29 0.18
C 0.051311 3.427353 3.176299 -0.13 -0.05 0.05
H 1.975255 2.832010 0.791090 0.00 0.01 -0.01
H 3.074776 1.505349 1.280798 0.00 0.03 0.02
H 3.025701 3.000747 2.230848 -0.02 0.02 0.00
H 0.872436 4.108396 3.382913 0.00 0.02 0.03
H -0.615103 3.374610 4.032533 -0.01 0.02 -0.01
H -0.487529 3.732161 2.285482 0.07 0.07 -0.01
C -3.643005 2.403967 -1.574725 -0.07 -0.06 0.11
N -4.379768 1.596213 -0.603957 0.02 0.05 -0.16
C -5.594866 0.993321 -0.848208 0.07 0.03 -0.05
C -5.936976 0.326457 0.274648 0.08 -0.03 0.10
N -4.927009 0.526035 1.188245 -0.16 0.03 0.10
C -4.887534 -0.061328 2.526791 0.02 0.01 -0.12
C -3.980497 1.291019 0.635995 -0.08 -0.13 -0.03
Se -2.451706 1.945929 1.522885 0.01 0.25 -0.16
H -4.351970 2.796692 -2.297222 0.01 0.00 -0.02
H -2.903126 1.788955 -2.083478 0.01 -0.01 -0.02
H -3.154155 3.227027 -1.062327 0.01 0.02 0.00
H -6.107764 1.100262 -1.787752 0.02 0.01 0.01
H -6.807163 -0.262311 0.505456 0.01 0.01 0.00
H -5.883296 -0.422507 2.763901 0.00 -0.01 0.02
H -4.593669 0.691565 3.251569 -0.01 0.02 0.01
H -4.181046 -0.888264 2.537850 0.01 -0.02 -0.02

---

(3)
71
Properties=species:S:1:pos:R:3:forces:R:3 method="wB97M-V/def2-TZVPD" lumo_ev="-12.48 / -13.29" spin_multiplicity=3 fmax_ev_per_a=0.365 e_homo_ev="-18.3 / -18.3" energy_ha=-2561.8807 s_squared=2.041 gap_ev="5.81 / 5.00" total_charge=+4
Mo -1.415244 2.214740 -0.452149 -0.03 -0.11 -0.27
C -0.735058 -0.148556 4.619011 -0.09 0.16 -0.10
N -0.679327 0.785825 3.466245 0.05 0.02 -0.11
C -1.213123 0.667715 2.268526 -0.29 0.01 0.10
N -0.958541 1.787437 1.557633 0.16 0.10 -0.14
C -0.218467 2.555058 2.440335 0.10 0.15 -0.01
N -0.040474 1.975797 3.585217 -0.02 -0.08 -0.03
C 0.319248 -1.230218 4.579136 0.03 -0.03 0.08
C 1.138035 -1.439547 5.700688 -0.01 0.01 0.01
C 2.058950 -2.480259 5.743649 -0.01 0.00 -0.03
C 2.199454 -3.322668 4.657305 0.01 0.01 0.03
C 1.397805 -3.106833 3.521085 0.04 -0.03 0.01
C 0.446076 -2.070132 3.499010 -0.01 0.01 -0.02
C 1.569293 -3.921006 2.375074 -0.03 0.05 0.06
N 2.406098 -4.954462 2.196350 0.03 0.00 0.07
N 2.268552 -5.364761 0.960780 0.01 -0.06 -0.06
C 1.346278 -4.584552 0.373830 -0.02 0.03 -0.08
O 0.878208 -3.665221 1.244692 -0.02 -0.01 0.00
C 0.908110 -4.595070 -0.970104 0.01 -0.02 0.03
C 1.475733 -5.511521 -1.873470 0.02 -0.03 -0.04
C 1.085425 -5.472214 -3.200153 0.00 0.02 0.04
C 0.149908 -4.536573 -3.617205 -0.02 0.00 -0.01
C -0.438803 -3.629697 -2.714800 -0.01 -0.08 -0.01
C -1.530683 -2.719927 -3.230529 -0.09 0.16 0.06
N -1.814289 -1.566608 -2.349336 0.08 0.02 0.07
C -1.161433 -0.434083 -2.181779 -0.04 0.01 -0.23
N -1.831550 0.329954 -1.292584 0.16 0.21 0.10
C -2.915317 -0.459180 -0.952484 -0.18 0.03 -0.03
N -2.923078 -1.598262 -1.567028 0.01 0.01 0.06
C -0.067098 -3.666753 -1.395486 0.01 0.05 -0.04
H -1.747186 -0.554501 4.629127 0.04 -0.10 0.03
H -0.620813 0.485359 5.495075 0.00 -0.02 0.01
H -1.805739 -0.174094 1.946796 0.03 0.00 -0.02
H 0.158389 3.540498 2.214083 0.02 -0.01 0.01
H 1.043843 -0.786685 6.560539 0.00 0.00 0.00
H 2.666059 -2.625886 6.626271 0.00 0.00 0.00
H 2.916172 -4.133711 4.666189 0.00 0.00 -0.01
H -0.189082 -1.969022 2.627457 0.00 0.01 0.00
H 2.211519 -6.225858 -1.527169 0.00 0.00 0.01
H 1.510526 -6.165261 -3.912701 0.00 0.00 0.00
H -0.140639 -4.515777 -4.661577 -0.01 0.00 0.00
H -2.481799 -3.250956 -3.280969 0.02 -0.02 -0.05
H -1.313753 -2.330642 -4.224508 0.09 -0.03 0.01
H -0.254060 -0.165427 -2.700048 0.02 0.02 0.04
H -3.701506 -0.162449 -0.273719 0.02 0.01 0.01
H -0.518115 -3.005885 -0.666493 0.00 -0.01 0.01
I -2.821844 7.179674 -3.873982 0.00 0.09 -0.07
C -2.882564 5.692983 -2.466396 -0.03 -0.15 0.14
C -3.917413 5.426203 -1.557444 -0.01 0.05 -0.01
N -3.577258 4.375791 -0.826793 0.03 -0.16 0.10
N -2.336705 3.901563 -1.175016 0.02 -0.17 0.18
C -1.936408 4.732617 -2.193808 0.04 -0.16 0.00
H -4.860333 5.929979 -1.395992 0.01 0.04 -0.04
H -4.104367 3.983343 -0.059178 0.01 0.02 -0.01
H -0.993808 4.554862 -2.682590 0.01 0.03 -0.03
C 1.599398 2.900876 -3.923254 -0.11 0.00 0.17
O 0.546431 2.727430 -2.883023 0.00 -0.02 -0.15
P 0.812143 2.524747 -1.363150 -0.26 0.06 0.25
O 1.720963 3.637085 -0.753308 0.02 -0.03 0.13
C 1.413472 5.051940 -0.555160 0.01 -0.09 -0.12
O 1.701352 1.236420 -1.251199 0.02 -0.10 0.08
C 2.521724 0.910597 -0.089039 0.07 0.03 -0.10
H 2.047757 3.880629 -3.790425 0.04 -0.01 -0.04
H 1.072917 2.833868 -4.867516 0.04 0.01 -0.02
H 2.330999 2.106672 -3.812749 0.02 0.01 -0.04
H 1.929348 5.351926 0.350432 0.01 0.03 -0.01
H 0.337585 5.200574 -0.458371 0.00 0.01 0.03
H 1.796683 5.603560 -1.408946 0.00 0.03 0.02
H 3.095077 0.033986 -0.369699 0.01 0.01 -0.01
H 1.879702 0.684636 0.763542 0.00 0.02 0.00
H 3.186631 1.739930 0.133261 0.01 -0.01 0.02